Record 1
{"formula": "CH23HfO14", "method": "wB97M-V/def2-TZVPD", "energy_ev": -31358.36537, "total_charge": 3, "lumo_ev": -11.46, "symbols": ["Hf", "C", "O", "O", "O", "H", "O", "H", "H", "O", "H", "H", "O", "H", "H", "O", "H", "H", "O", "H", "H", "O", "H", "H", "O", "H", "H", "O", "H", "H", "O", "H", "H", "O", "H", "H", "O", "H", "H"], "coordinates": [[-1.08656, 1.08056, 0.95700], [0.05844, -1.12344, 0.43000], [-0.77256, -0.49744, -0.26200], [0.60544, -2.28044, 0.11400], [0.34544, -0.34144, 1.33000], [0.15844, -2.74244, -0.57100], [-2.82256, -0.28044, 1.12100], [-3.44156, -0.35144, 1.86800], [-3.36056, -0.58144, 0.40100], [0.38244, -0.35644, -2.80000], [0.40544, -1.29844, -2.90000], [1.10144, 0.07156, -3.22500], [-0.11356, -3.11644, -2.44300], [-0.93556, -2.92844, -2.89500], [-0.17656, -4.04944, -2.25800], [1.12944, 0.25756, 4.15900], [1.85144, -0.08644, 3.64300], [1.47144, 0.71156, 4.92800], [0.39544, 1.87256, -0.44800], [0.25144, 2.43556, -1.20500], [1.33544, 2.10356, -0.26400], [0.34144, 2.21656, 2.19800], [1.07244, 2.05256, 2.76100], [0.60044, 3.10056, 2.06100], [-2.28456, 1.46756, -0.97000], [-2.50356, 2.28556, -1.38500], [-2.09256, 0.91856, -1.76900], [2.92244, 0.80356, 0.05900], [2.86344, 0.74356, 1.01500], [3.40044, 1.62356, -0.08700], [2.64644, -1.95544, -1.92200], [2.07844, -2.28844, -1.23400], [3.34144, -1.44744, -1.44900], [-2.07856, 0.00356, -3.02200], [-2.21456, 0.43656, -3.82400], [-1.06356, -0.19344, -2.99800], [-1.28956, 0.50856, 3.25100], [-0.52356, 0.32756, 3.84100], [-1.99856, 0.89756, 3.79400]], "forces_ev_per_a": [[-0.01, -1.68, -0.40], [0.69, -2.05, -3.37], [-3.33, -1.39, -4.31], [0.21, 3.06, 3.78], [3.84, 0.63, 5.90], [-1.38, -0.75, -2.29], [-0.40, 0.75, 1.73], [0.25, -0.08, 0.36], [-0.36, -0.35, -1.53], [-1.29, 0.75, 1.02], [1.14, -1.10, -0.24], [1.20, -0.02, -0.87], [-0.05, 0.56, 0.73], [-0.56, 0.02, -0.32], [0.28, -0.93, -0.25], [-0.79, 0.73, -0.29], [0.56, -0.60, 0.06], [0.45, -0.11, 0.59], [0.63, 1.26, 0.40], [-0.83, 0.14, -1.01], [0.00, -1.17, 0.45], [-0.74, 0.26, -0.73], [1.06, -2.15, 1.90], [-0.29, 2.80, -1.10], [0.80, 0.56, 2.78], [-0.75, 1.52, -0.22], [0.01, -1.93, -1.74], [-0.81, 0.60, 0.00], [0.32, -0.33, 0.24], [0.84, 0.02, -0.21], [0.81, 0.86, 0.06], [0.19, -0.22, 0.24], [-0.52, -0.59, -0.49], [1.39, -0.89, 2.77], [-0.68, 1.06, -2.39], [-1.12, 0.49, -0.30], [-1.71, 0.71, -0.95], [0.72, -0.17, -0.14], [0.24, -0.26, 0.13]]}

***

Record 2
{"formula": "C6H10O", "method": "wB97M-V/def2-TZVPD", "energy_ev": -8427.94372, "de_lowest_ev": 3.2966, "lumo_ev": 0.09, "symbols": ["C", "C", "C", "C", "C", "C", "O", "H", "H", "H", "H", "H", "H", "H", "H", "H", "H"], "coordinates": [[1.83097, -0.64897, 0.08254], [0.57355, 0.12037, 0.49776], [0.27971, 1.39586, -0.31864], [-1.20392, 1.65689, -0.41244], [-1.83281, 0.38228, 0.05249], [-0.75831, -0.68451, 0.42830], [-0.73265, -1.74930, -0.50575], [1.77418, -0.99765, -0.95402], [2.72376, -0.01639, 0.16559], [1.99744, -1.52988, 0.71148], [0.71249, 0.43307, 1.54106], [0.68472, 1.33380, -1.34761], [0.77858, 2.28913, 0.08177], [-2.51475, 0.04882, -0.75364], [-2.69773, 0.49644, 0.72858], [-0.94953, -1.16697, 1.39060], [-0.66570, -1.36298, -1.38808]], "forces_ev_per_a": [[-0.02, 0.00, -0.03], [-0.12, 0.00, 0.08], [-0.21, 0.06, 0.09], [0.12, -0.56, 0.12], [0.07, -0.07, -0.11], [-0.09, 0.24, 0.24], [0.02, 0.02, -0.28], [-0.05, 0.06, 0.12], [-0.22, -0.03, 0.01], [-0.11, 0.12, -0.08], [-0.13, -0.07, -0.09], [-0.33, 0.04, 0.08], [-0.09, -0.06, -0.10], [0.58, -0.07, -0.45], [0.65, 0.42, 0.49], [-0.08, 0.06, -0.13], [0.00, -0.16, 0.04]]}

***

Record 3
{"formula": "C22H35ClN2O10P3S", "method": "wB97M-V/def2-TZVPD", "energy_ev": -98052.70306, "total_charge": -1, "lumo_ev": -0.66, "symbols": ["C", "C", "C", "O", "O", "C", "C", "C", "C", "C", "C", "N", "C", "C", "C", "C", "C", "S", "N", "C", "P", "P", "O", "O", "O", "C", "P", "O", "Cl", "H", "H", "H", "H", "H", "H", "H", "H", "H", "H", "H", "H", "H", "H", "H", "H", "H", "H", "H", "H", "H", "H", "H", "H", "H", "H", "H", "H", "H", "H", "H", "H", "H", "C", "C", "C", "O", "C", "C", "C", "O", "O", "O", "H", "H"], "coordinates": [[-5.51148, -4.95757, -6.14912], [-5.53795, -4.02961, -7.23877], [-4.88584, -2.59770, -7.18539], [-5.00993, -1.87990, -8.18486], [-4.17468, -2.26924, -6.02219], [-4.25433, -0.85679, -5.71475], [-2.84123, -0.10715, -5.91727], [-2.46856, 0.82297, -4.65006], [-1.25051, 0.20600, -3.82604], [-1.17682, 0.75832, -2.30357], [0.11079, 1.60406, -1.97836], [1.37599, 0.89571, -1.70944], [1.32431, -0.57396, -1.68347], [0.83131, -1.20950, -0.27420], [1.17764, -2.76837, -0.11499], [1.61323, -3.50961, -1.45571], [1.83843, -5.09162, -1.31648], [1.86223, -5.73490, 0.42095], [1.50269, -0.51110, 0.90092], [1.36921, 1.00084, 0.82203], [2.40189, 1.76045, 2.24069], [1.14770, 2.29116, 3.93394], [1.95197, 3.34999, 4.73224], [-0.32945, 3.00196, 3.52508], [0.97065, 0.94454, 4.96045], [2.13475, 1.40946, -0.54750], [2.60059, 3.25111, -0.63983], [4.19660, 3.33091, 0.00323], [2.80101, 3.69870, -2.69450], [-6.09459, -4.80720, -5.18341], [-4.92899, -5.92453, -6.25510], [-6.02711, -4.39350, -8.19839], [-4.50401, -0.78144, -4.59817], [-5.09731, -0.31293, -6.24780], [-2.97727, 0.55560, -6.83999], [-2.01005, -0.83620, -6.17798], [-3.38828, 1.00175, -4.01542], [-2.14706, 1.82048, -5.09699], [-0.26195, 0.37721, -4.34917], [-1.42835, -0.92506, -3.74730], [-1.39719, -0.11746, -1.62496], [-2.07566, 1.46213, -2.20644], [0.28482, 2.31027, -2.86597], [-0.10729, 2.30629, -1.09596], [2.41813, -0.92282, -1.75815], [0.81704, -1.06104, -2.57322], [-0.27778, -1.09364, -0.09751], [1.97430, -2.89406, 0.68179], [0.22138, -3.28628, 0.24259], [0.92003, -3.22642, -2.31961], [2.63197, -3.07210, -1.74864], [2.86304, -5.34292, -1.75721], [1.08772, -5.63600, -1.97570], [0.55285, -5.61676, 0.84306], [2.50748, -0.74217, 0.92796], [1.04513, -0.79578, 1.79206], [0.29198, 1.34224, 0.82876], [3.29939, 0.72878, 2.71056], [-0.51877, 3.62795, 4.26641], [0.46163, 1.28419, 5.76502], [3.12381, 0.81722, -0.51707], [4.41796, 2.40072, 0.21950], [1.83151, 2.90239, 10.58174], [2.84839, 3.72489, 10.17928], [2.71632, 4.19870, 8.72804], [3.48269, 4.99757, 8.19472], [1.60862, 3.66070, 7.92085], [0.60832, 2.83328, 8.31925], [0.67785, 2.44243, 9.79866], [-0.17694, 1.75951, 10.36713], [-0.34349, 2.37167, 7.61428], [3.83746, 4.11938, 10.85200], [1.83373, 2.52387, 11.59887], [1.62834, 3.98995, 6.88458]], "forces_ev_per_a": [[-0.05, 0.94, -1.02], [0.67, -0.61, 1.99], [-2.43, -0.04, -1.46], [0.87, -1.15, 2.62], [-1.79, -0.02, -1.69], [0.90, 1.35, 1.37], [-0.91, 0.60, -0.46], [0.81, -0.18, -1.24], [-0.60, -0.45, 0.86], [-0.76, 0.26, -1.00], [-0.84, 1.44, -0.14], [-0.13, -0.82, 0.28], [1.51, -0.69, 1.13], [-0.37, -1.40, -0.89], [-0.90, -0.35, -0.42], [1.19, 0.83, -0.03], [-0.45, 0.42, -1.01], [-0.34, -0.05, -0.36], [-1.50, 0.63, -0.63], [1.62, 0.72, -0.20], [-0.19, 0.96, -0.65], [0.31, 2.71, 6.80], [-1.67, -2.93, -3.37], [1.80, -1.68, 0.06], [-0.87, 2.18, -2.44], [0.26, -1.94, -0.19], [0.53, 1.71, 1.23], [-2.12, -1.61, -1.34], [0.30, -0.83, 0.65], [2.17, 0.60, -0.63], [-2.13, 0.40, -0.44], [2.16, 0.47, 0.61], [0.32, -0.44, -1.47], [1.18, -0.97, 0.32], [0.35, -0.88, 1.23], [-1.11, 0.74, 0.54], [1.11, -0.28, -0.57], [-0.43, -1.09, 0.88], [-1.16, -0.17, 0.42], [0.35, 1.46, -0.31], [0.48, 1.12, -0.46], [1.35, -0.85, 0.11], [-0.32, -0.96, 1.17], [0.11, -0.93, -1.09], [-1.43, 0.49, -0.02], [0.25, 0.92, 1.29], [1.27, 0.21, -0.28], [-0.94, -0.05, -0.96], [1.42, 0.73, -0.18], [0.73, -0.71, 1.28], [-1.40, -0.59, 0.31], [-1.40, 0.24, 0.88], [0.87, 0.57, 1.09], [0.81, 0.04, -0.71], [-0.38, -0.03, 0.16], [0.56, -0.12, -0.50], [1.20, -0.59, 0.08], [-1.01, 0.01, -0.11], [0.35, -0.42, -0.35], [0.41, 0.01, 0.10], [-1.14, 0.68, -0.10], [0.45, 0.78, -0.02], [-1.52, -1.11, 0.04], [1.31, 0.93, -0.21], [-0.96, -0.21, -1.25], [0.32, 0.01, 0.50], [1.00, 0.94, -0.50], [-0.35, -0.53, 0.81], [1.32, 0.40, 1.54], [-0.51, -0.21, -0.60], [0.00, -0.43, -1.09], [-0.46, -0.25, -0.19], [0.03, 0.07, 0.06], [-0.02, 0.00, 0.16]]}